[1]
98
Properties=species:S:1:pos:R:3 method="wB97M-V/def2-TZVPD" total_charge=+1 e_tot_ev=-89125.61996 multiplicity=1
Tl -0.473 -0.225 -0.462
S 2.581 -1.079 4.838
S 1.653 5.682 -5.140
O -4.176 -1.135 2.058
O -2.231 -1.816 1.163
N 1.100 2.075 -1.435
N -2.112 0.357 -2.840
N 0.241 -0.897 -3.099
N -3.804 -4.284 1.677
N -2.756 -3.519 3.586
N 0.900 -2.545 -1.042
N -4.891 -4.365 3.735
N -1.798 0.916 2.519
N 1.870 0.889 0.943
C -0.298 4.612 -6.376
C -2.796 -2.877 4.906
C 1.869 -0.576 -5.297
C 1.190 -3.273 0.031
C -3.862 0.890 -1.244
C 1.879 -2.163 -1.867
C 3.599 -1.291 6.195
C -3.327 0.873 -2.649
C 0.603 -0.018 -5.279
C 0.743 2.644 -2.560
C 2.548 1.964 0.496
C -0.202 -0.234 -4.161
C 4.329 3.647 0.704
C 3.211 -2.463 -1.609
C 2.503 -3.615 0.356
C 1.391 3.758 -3.133
C 2.150 2.581 -0.753
C -1.596 0.304 -4.068
C 4.673 -0.460 6.147
C 3.278 0.808 2.897
C -3.830 -4.028 2.998
C 0.917 4.302 -4.412
C -3.551 1.324 -4.984
C -2.796 -0.333 4.436
C 4.673 0.360 4.987
C -4.075 1.385 -3.707
C -2.125 -0.408 3.065
C -2.936 -1.167 1.996
C 3.976 1.898 2.432
C -3.566 -1.557 4.927
C 2.221 0.348 2.083
C 2.859 3.699 -1.219
C 0.589 5.637 -6.475
C 3.627 2.503 1.216
C 3.524 -3.192 -0.472
C 3.962 4.217 -0.459
C 0.042 -3.769 0.871
C 3.602 0.146 4.168
C 2.303 -1.304 -4.204
C -2.296 0.768 -5.176
C 1.461 -1.418 -3.098
C -0.109 3.847 -5.193
C 2.456 4.275 -2.433
H -1.766 -2.741 5.232
H -0.875 -3.223 0.641
H 4.492 5.081 -0.843
H 0.678 6.373 -7.260
H -0.114 2.204 -3.060
H 3.262 -1.795 -4.236
H 0.277 0.595 -6.104
H -1.166 1.417 3.135
H 0.274 -3.692 1.933
H 2.512 -0.444 -6.158
H 5.160 4.041 1.276
H 1.639 -0.517 2.391
H 4.555 -3.426 -0.243
H -3.481 1.765 -0.709
H 3.345 -2.015 6.954
H 5.441 -0.434 6.907
H -1.060 4.408 -7.114
H -4.486 -1.666 4.349
H 2.706 -4.201 1.243
H -3.550 -0.002 -0.700
H 4.800 2.312 3.002
H 2.998 5.137 -2.809
H 4.005 -2.122 -2.256
H -1.898 0.688 -6.175
H -2.646 1.467 2.450
H -5.759 -4.575 3.274
H -4.655 -4.637 1.271
H -3.484 0.516 4.446
H -2.012 -0.103 5.168
H -1.175 -0.940 3.166
H -3.363 -3.552 1.135
H 5.453 1.077 4.769
H -3.243 -3.586 5.605
H -4.114 1.700 -5.829
H -4.950 0.935 -1.240
H -5.054 1.808 -3.523
H -0.723 2.992 -4.940
H -4.943 -4.101 4.702
H -3.847 -1.362 5.964
H -0.136 -4.824 0.651
H -2.012 -3.257 2.951

=====

[2]
105
Properties=species:S:1:pos:R:3 method="wB97M-V/def2-TZVPD" total_charge=-1 e_tot_ev=-221060.69341 multiplicity=1
Se 0.760 2.745 -0.673
Se -3.601 2.752 -5.470
P -2.085 1.296 -5.689
P 0.373 2.511 -2.743
Na -0.186 -0.465 0.023
O -2.210 3.832 5.887
N -1.933 -0.590 -3.797
N 0.952 -0.059 3.380
N -1.271 -1.274 3.053
N 0.913 -2.509 2.691
N -1.625 -0.920 1.798
N -1.518 -0.831 -2.568
N -2.435 2.414 0.823
N 2.195 -1.099 -1.073
N 1.024 -2.447 1.349
N 1.263 0.561 2.217
N 2.916 -0.603 -0.062
N -2.184 3.169 3.181
N -0.773 0.167 -2.126
C 4.337 -1.810 -1.202
C -0.656 1.904 -6.644
C -2.997 4.288 3.645
C -1.431 0.605 -4.173
C 4.194 -1.011 -0.087
C -1.785 -1.243 -6.851
C -1.956 2.127 4.188
C 3.601 0.620 -4.305
C -0.726 5.487 -5.344
C -2.357 4.841 4.904
C 3.052 -1.831 -1.771
C -0.691 1.102 -3.087
C -0.071 4.392 -4.798
C 1.727 -3.513 0.993
C -2.366 -1.490 3.805
C -2.951 -0.902 1.778
C 1.834 1.712 2.556
C 2.816 3.254 -3.915
C -1.708 6.139 -4.617
C 4.067 2.974 -4.447
C -2.217 -2.344 -7.569
C 1.331 0.697 4.426
C -1.365 2.787 5.414
C -2.319 2.764 1.917
C -0.820 2.952 -7.546
C -0.387 3.958 -3.516
C -3.520 -2.388 -8.054
C 1.510 2.823 -8.131
C 1.938 2.220 -3.611
C 2.088 -4.283 2.111
C 2.347 0.900 -3.787
C -4.382 -1.332 -7.812
C 1.909 1.855 3.948
C 4.459 1.659 -4.649
C -1.386 4.608 -2.791
C -3.481 -1.260 3.028
C -2.645 -0.173 -6.613
C 1.545 -3.596 3.174
C -2.045 5.691 -3.346
C 1.680 1.777 -7.236
C 0.259 3.407 -8.287
C 0.598 1.319 -6.499
C -3.945 -0.225 -7.093
B 0.203 -1.417 3.488
H -3.031 5.044 2.861
H 3.913 -0.411 -4.418
H -2.900 1.631 4.439
H 0.206 -1.726 4.658
H 0.743 0.531 -5.771
H 2.653 -5.199 2.138
H 2.174 2.385 1.782
H -3.862 -3.252 -8.612
H -2.225 6.989 -5.046
H 5.441 1.441 -5.052
H 2.436 -0.113 0.692
H 0.124 4.229 -8.981
H 1.553 -3.791 4.235
H 1.952 -3.677 -0.049
H -1.376 5.267 4.656
H -0.478 5.815 -6.347
H -4.516 -1.346 3.314
H -2.261 -1.794 4.835
H -0.376 3.190 5.174
H 2.657 1.336 -7.086
H -1.278 1.387 3.767
H -3.469 -0.628 0.871
H 1.687 0.091 -3.496
H -0.779 -1.235 -6.453
H -1.543 -3.174 -7.742
H -2.834 6.180 -2.787
H -1.645 4.254 -1.799
H -4.608 0.608 -6.894
H -5.401 -1.365 -8.177
H 5.231 -2.300 -1.546
H 4.738 3.789 -4.691
H -1.796 3.417 -7.628
H 4.886 -0.710 0.682
H -2.982 5.619 5.341
H 0.664 3.863 -5.391
H 1.157 0.346 5.431
H 2.535 4.283 -3.719
H 2.324 2.672 4.514
H -1.272 2.068 6.227
H -4.020 3.956 3.862
H 2.356 3.190 -8.701
H 2.706 -2.336 -2.662

=====

ΔE to the lowest compared entry with this formula, charge and spin across the listed records, respectively: 0.0, 0.0 kcal per mole.
HOMO-LUMO gap across the listed records, respectively: 7.621, 7.405 eV.
F_max across the listed records, respectively: 0.8, 0.4 eV Å⁻¹.